Run one
Here is a cluster of 2 separate species, C9H14 in total from OMol25. Energies are from wB97M-V/def2-TZVPD.

Summary:
SMILES: Cc1ccccc1.CC
gap between HOMO and LUMO: 10.11 eV
LUMO level: 0.039 hartree

Geometry as ORCA input:
```
! RIJCOSX wB97M-V def2-TZVPD def2/J DEFGRID3
* xyz 0 1
H 1.8991 -0.0484 -0.5825
H -0.3583 2.4368 2.2733
H 0.5866 -0.1069 3.4301
H -0.5831 -3.4447 -0.0943
C -1.2278 -0.5657 -1.7772
H -1.2369 0.9277 2.4574
C -1.4569 -1.8336 -1.2518
C 0.7289 -1.7856 -0.2951
H -0.3156 1.2542 0.9934
H -2.0087 -0.1089 -2.3831
C -0.4657 -2.4563 -0.5122
C 0.1852 1.4987 -2.1181
H -0.0040 1.5044 -3.1922
H -0.5600 2.1965 -1.7392
C -0.3184 1.3639 2.0832
H 1.5960 0.2524 2.0491
C 0.8935 0.6976 2.7547
H 1.2060 1.8193 -1.9183
H 1.4382 1.4107 3.3701
C 0.9567 -0.5258 -0.8212
H -2.4096 -2.2986 -1.4493
H 1.4840 -2.2949 0.2949
C -0.0290 0.1070 -1.5717
*
```

These are the Mulliken partial charges, in e, on atoms 1 to 6: number 1, H, carries 0.299; number 2, H, carries 0.329; number 3, H, carries 0.249; number 4, H, carries 0.382; number 5, C, carries -0.367; number 6, H, carries 0.268

***

Run two
Here is a cluster of 2 separate species, C9H14 in total from OMol25. Energies are from wB97M-V/def2-TZVPD.

Summary:
SMILES: Cc1ccccc1.CC
gap between HOMO and LUMO: 10.09 eV
LUMO level: 0.040 hartree

Geometry as ORCA input:
```
! RIJCOSX wB97M-V def2-TZVPD def2/J DEFGRID3
* xyz 0 1
C 2.8413 -1.7173 -0.8895
H -2.7830 2.2350 1.7794
H 0.9316 -2.3409 -1.8038
H -0.2786 -0.2920 -1.5760
C 1.9385 -2.0462 -2.0744
H 3.0329 -0.6465 -0.8298
H -1.3595 1.1202 3.5391
H -3.7042 1.9402 -0.3839
C -2.7305 1.5113 -0.1999
C -0.2586 0.3791 0.4714
H 1.8909 -1.1849 -2.7434
C -2.0108 0.7933 -1.1458
H -0.0494 2.1587 3.0141
C -0.8390 0.1685 -0.7686
C -2.1753 1.6882 1.0672
H -2.4371 0.6423 -2.1298
C -0.4859 1.1727 2.8654
H 0.7327 -0.0207 0.6416
H 2.4067 -2.0172 0.0647
C -0.9885 1.0567 1.4543
H 2.3947 -2.8057 -2.7101
H 3.8470 -2.1414 -0.9241
H 0.0839 0.3464 3.2819
*
```

These are the Mulliken partial charges, in e, on atoms 1 to 6: number 1, C, carries -0.820; number 2, H, carries 0.320; number 3, H, carries 0.270; number 4, H, carries 0.208; number 5, C, carries -0.848; number 6, H, carries 0.254

***

The structure with the greatest stability is run one.

***

Run one
Here is a cluster of 2 separate species, C9H14 in total from OMol25. Energies are from wB97M-V/def2-TZVPD.

Summary:
SMILES: Cc1ccccc1.CC
gap between HOMO and LUMO: 10.09 eV
LUMO level: 0.036 hartree

Geometry as ORCA input:
```
! RIJCOSX wB97M-V def2-TZVPD def2/J DEFGRID3
* xyz 0 1
C 1.3049 0.6457 -1.9608
H 3.4160 -0.8546 -0.1576
H -3.5090 1.1130 3.5614
C 3.2038 -0.8666 -1.1056
C 1.5916 -0.5241 -1.2725
C -0.6767 -0.7448 -0.7010
C 0.0217 1.1473 -2.0102
C -0.9367 0.5246 -1.1730
H -2.6357 1.4162 4.7617
C -2.4747 1.2133 3.7197
H -1.2487 -0.3149 2.6626
H 0.8755 -2.2746 -0.4163
H -1.9506 1.1192 -1.0168
C -1.9847 -0.1952 3.4101
H -0.3244 1.9445 -2.6644
H -2.8261 -0.8000 2.9917
H -1.9050 2.0415 3.1733
H 3.8683 -0.2665 -1.6666
H 2.1187 1.3436 -2.3117
H -1.5890 -1.2580 -0.3496
H -1.5535 -0.7551 4.2483
H 3.4584 -1.7673 -1.4823
C 0.5849 -1.3146 -0.7957
*
```

These are the Mulliken partial charges, in e, on atoms 1 to 6: number 1, C, carries -0.392; number 2, H, carries 0.419; number 3, H, carries 0.272; number 4, C, carries -1.621; number 5, C, carries 0.739; number 6, C, carries -0.254

***

Run two
Here is a cluster of 2 separate species, C9H14 in total from OMol25. Energies are from wB97M-V/def2-TZVPD.

Summary:
SMILES: Cc1ccccc1.CC
gap between HOMO and LUMO: 10.01 eV
LUMO level: 0.038 hartree

Geometry as ORCA input:
```
! RIJCOSX wB97M-V def2-TZVPD def2/J DEFGRID3
* xyz 0 1
H -2.7368 0.1695 -1.1037
C 0.8570 0.7325 1.8578
H -0.5184 -0.3167 -1.0486
H -1.9252 2.6733 -1.8363
C 1.5294 -2.3101 -1.1868
C -3.2538 1.1094 -0.9059
C 1.8377 -0.2423 1.9502
C 2.0083 -1.2388 0.9886
C 0.0450 0.6695 0.7223
H -3.0829 1.3140 0.1526
H 0.8247 -3.1007 -0.8931
C -2.9469 2.2932 -1.8016
H 2.8099 -1.9486 1.1471
H 2.4631 -0.2158 2.8381
H -3.5567 3.1346 -1.4654
H -0.6824 1.4655 0.6026
C 0.2294 -0.2783 -0.2665
H 0.6319 1.3896 2.6838
H -4.3139 0.8745 -1.0191
H 1.2927 -2.0746 -2.2211
C 1.3014 -1.1888 -0.2151
H -3.2582 2.1122 -2.8330
H 2.4983 -2.8000 -1.1226
*
```

These are the Mulliken partial charges, in e, on atoms 1 to 6: number 1, H, carries 0.189; number 2, C, carries -0.803; number 3, H, carries 0.268; number 4, H, carries 0.291; number 5, C, carries -1.418; number 6, C, carries -0.761

***

Run three
Here is a cluster of 2 separate species, C9H14 in total from OMol25. Energies are from wB97M-V/def2-TZVPD.

Summary:
SMILES: Cc1ccccc1.CC
gap between HOMO and LUMO: 10.06 eV
LUMO level: 0.038 hartree

Geometry as ORCA input:
```
! RIJCOSX wB97M-V def2-TZVPD def2/J DEFGRID3
* xyz 0 1
C 2.2533 0.4614 0.3996
H 4.5507 -1.1189 -1.3030
C 1.7285 -1.2745 -1.1441
C 4.1061 -1.0837 -0.3133
C 0.3958 -0.8974 -1.0963
C 0.0106 0.1987 -0.3401
C 2.6859 -0.6112 -0.3682
C -3.5519 0.0869 0.8481
C 0.9462 0.9299 0.3752
H 4.7073 -0.5308 0.4056
H 2.9939 0.9276 1.0494
H -3.9517 2.1271 1.3871
H 2.0183 -2.1751 -1.6804
H -3.2488 1.9756 -0.1872
H -4.9028 1.5642 -0.0682
H -2.4795 -0.0212 1.0199
H 0.6579 1.8621 0.8364
H -1.0279 0.5034 -0.4190
H -3.7223 -0.6206 0.0415
H -0.2929 -1.4553 -1.7205
H 4.1231 -2.1214 0.0148
H -4.0325 -0.2352 1.7719
C -3.9671 1.5083 0.4911
*
```

These are the Mulliken partial charges, in e, on atoms 1 to 6: number 1, C, carries -0.326; number 2, H, carries 0.328; number 3, C, carries -0.353; number 4, C, carries -1.331; number 5, C, carries -0.740; number 6, C, carries -0.097

***

Run four
Here is a cluster of 2 separate species, C9H14 in total from OMol25. Energies are from wB97M-V/def2-TZVPD.

Summary:
SMILES: Cc1ccccc1.CC
gap between HOMO and LUMO: 10.06 eV
LUMO level: 0.037 hartree

Geometry as ORCA input:
```
! RIJCOSX wB97M-V def2-TZVPD def2/J DEFGRID3
* xyz 0 1
H -1.1659 -0.6762 -1.3522
C 1.1652 0.5674 2.4302
C -2.4299 0.2206 0.1129
C -0.0401 0.1149 0.3148
H 3.8905 -0.9195 -3.1994
H 1.9081 1.1363 1.8527
H 1.1175 1.1455 3.3600
H 1.6170 -0.3777 2.7462
H -3.3040 -0.0321 -0.4660
C -2.4982 0.6448 1.4281
H 0.9482 0.0983 -0.1404
H 1.2565 -1.0301 -4.2938
C -1.1906 -0.1199 -0.4338
H -1.4584 0.9777 3.2764
H 0.9460 -0.7134 -2.6453
C 2.9891 -1.5102 -3.0597
H 2.0227 0.3755 -3.5392
C -1.3631 0.7400 2.2238
C -0.1188 0.4667 1.6603
H -3.4716 0.7573 1.8863
H 3.0243 -2.3198 -3.7885
H 3.0000 -1.9068 -2.0492
C 1.7357 -0.6543 -3.3967
*
```

These are the Mulliken partial charges, in e, on atoms 1 to 6: number 1, H, carries 0.302; number 2, C, carries -1.362; number 3, C, carries -0.585; number 4, C, carries -0.272; number 5, H, carries 0.256; number 6, H, carries 0.332

***

The structure with the greatest stability is run three.

***

Run one
Here is a cluster of 2 separate species, C9H14 in total from OMol25. Energies are from wB97M-V/def2-TZVPD.

Summary:
SMILES: Cc1ccccc1.CC
gap between HOMO and LUMO: 9.71 eV
LUMO level: 0.036 hartree

Geometry as ORCA input:
```
! RIJCOSX wB97M-V def2-TZVPD def2/J DEFGRID3
* xyz 0 1
C 1.2918 -1.5841 1.1391
H 0.4126 3.5357 1.7425
H 0.6519 -2.3009 1.7000
C 0.6186 -1.1988 -0.1550
H 0.1231 2.5812 3.8436
C -0.7060 2.2935 3.1433
H -0.7982 2.4313 0.9325
C 1.2896 -0.2899 -0.9450
H 1.7179 -0.7965 1.7590
H 2.2703 -2.0230 0.7026
C -0.6474 -0.3919 -2.3723
H -1.0907 -0.1227 -3.3249
H 2.0994 0.3510 -0.6127
C -1.3414 -1.2629 -1.5464
C -0.5813 3.0182 1.8238
H -0.8743 -2.8088 -0.1328
H -1.1959 3.9186 1.7561
H -0.7260 1.2096 3.1038
C 0.6345 0.0976 -2.1631
H -2.2715 -1.7000 -1.8153
C -0.5016 -1.9134 -0.6185
H -1.6232 2.7493 3.5779
H 1.2754 0.5240 -2.9048
*
```

These are the Mulliken partial charges, in e, on atoms 1 to 6: number 1, C, carries -1.471; number 2, H, carries 0.240; number 3, H, carries 0.332; number 4, C, carries 1.091; number 5, H, carries 0.227; number 6, C, carries -0.736

***

Run two
Here is a cluster of 2 separate species, C9H14 in total from OMol25. Energies are from wB97M-V/def2-TZVPD.

Summary:
SMILES: Cc1ccccc1.CC
gap between HOMO and LUMO: 10.14 eV
LUMO level: 0.039 hartree

Geometry as ORCA input:
```
! RIJCOSX wB97M-V def2-TZVPD def2/J DEFGRID3
* xyz 0 1
H 3.0940 2.2252 1.4505
H 1.5065 1.9465 2.0893
C -0.6449 -1.2502 -1.4782
H -1.5919 2.0540 -1.0823
H 1.6212 2.4730 0.4301
C -1.7873 -0.1011 0.3016
H -0.1076 -3.2681 -1.0731
C 2.1104 1.8439 1.1841
C -1.7106 -1.2162 1.1275
C 1.9734 0.4340 0.5889
H 0.0497 -1.1483 -2.3046
H 2.1267 0.3646 -0.4875
C -1.0848 -2.3556 0.6301
H -1.3824 1.2072 -2.6426
C -0.5162 -2.3723 -0.6238
H 2.6712 -0.2600 1.0535
H 0.0202 1.5146 -1.5785
H -1.9750 -1.1336 2.1729
H -0.8772 -3.1482 1.3403
H 0.9489 0.1667 0.8519
C -1.2058 -0.0976 -0.9841
H -2.1971 0.8419 0.6399
C -1.0417 1.2796 -1.6058
*
```

These are the Mulliken partial charges, in e, on atoms 1 to 6: number 1, H, carries 0.332; number 2, H, carries 0.274; number 3, C, carries -0.320; number 4, H, carries 0.374; number 5, H, carries 0.208; number 6, C, carries -0.550

***

Run three
Here is a cluster of 2 separate species, C9H14 in total from OMol25. Energies are from wB97M-V/def2-TZVPD.

Summary:
SMILES: Cc1ccccc1.CC
gap between HOMO and LUMO: 10.05 eV
LUMO level: 0.037 hartree

Geometry as ORCA input:
```
! RIJCOSX wB97M-V def2-TZVPD def2/J DEFGRID3
* xyz 0 1
H -3.5278 -1.7817 0.1215
H 4.0996 -1.4470 1.2250
C -2.7646 -1.0222 0.1585
C 3.3409 -1.2077 0.4916
C -0.6875 -0.3360 1.1280
H 4.2585 -1.8726 -1.4070
C -3.0123 0.2867 -0.2951
C -2.0003 1.2120 -0.2090
H 2.6726 -2.0735 0.5543
H 2.6122 -0.4357 0.7426
C -0.8351 0.8864 0.5125
H 0.2060 -0.6202 1.6607
C 3.8934 -0.9705 -0.9058
H -3.1910 2.8111 -0.9631
H -3.9645 0.5533 -0.7421
H -0.0508 1.6286 0.5673
H -1.9275 3.3541 0.0924
C -2.1556 2.6261 -0.6833
H -1.4150 -2.3475 1.1625
H 3.0744 -0.6700 -1.5641
C -1.6155 -1.3315 0.8465
H -1.6261 2.9079 -1.5971
H 4.6161 -0.1498 -0.8969
*
```

These are the Mulliken partial charges, in e, on atoms 1 to 6: number 1, H, carries 0.336; number 2, H, carries 0.344; number 3, C, carries -0.464; number 4, C, carries -0.707; number 5, C, carries -0.515; number 6, H, carries 0.286

***

Run four
Here is a cluster of 2 separate species, C9H14 in total from OMol25. Energies are from wB97M-V/def2-TZVPD.

Summary:
SMILES: Cc1ccccc1.CC
gap between HOMO and LUMO: 10.10 eV
LUMO level: 0.038 hartree

Geometry as ORCA input:
```
! RIJCOSX wB97M-V def2-TZVPD def2/J DEFGRID3
* xyz 0 1
C 0.1852 -1.8329 1.4419
C 1.4966 -1.5335 1.0923
C -0.7560 -0.8268 1.6068
H -3.2559 1.4352 -1.6507
H -2.8623 3.0922 -2.1157
C 0.9041 0.8089 1.0434
H 2.8586 0.0447 0.6158
H -0.1076 -2.8660 1.5902
H -0.9316 0.6901 -2.1924
C 2.5259 -2.6279 0.9450
H 2.0470 -3.5399 0.5806
H -0.5510 2.2939 -2.8276
H -1.7717 -1.0659 1.8916
H 3.2661 -2.3278 0.2024
C -0.3971 0.4988 1.4097
H -1.1384 1.2748 1.5456
H -2.9245 1.8266 -3.3351
C 1.8415 -0.2005 0.8959
C -2.6334 2.0430 -2.3069
H -0.8441 2.0567 -1.0934
C -1.1472 1.7555 -2.0932
H 3.0210 -2.8408 1.8900
H 1.1749 1.8417 0.8638
*
```

These are the Mulliken partial charges, in e, on atoms 1 to 6: number 1, C, carries -0.399; number 2, C, carries 0.767; number 3, C, carries -0.509; number 4, H, carries 0.282; number 5, H, carries 0.277; number 6, C, carries -0.472

***

The structure with the greatest stability is run four.